Record 1
2 unconnected molecules or ions with the total composition C3H6O3 at a distorted geometry, computed with ωB97M-V/def2-TZVPD.

Each line ends with the natural charge from an NBO analysis.
CARTESIAN COORDINATES (ANGSTROEM)
C: -3.864 -3.382 0.900  -0.721
C: -2.411 -3.186 1.246  0.444
O: -1.815 -2.153 1.108  -0.516
H: -3.915 -3.783 -0.103  0.241
H: -4.415 -2.459 1.060  0.236
H: -4.264 -4.121 1.589  0.219
H: -1.889 -4.074 1.644  0.098
O: 5.656 4.437 -2.540  -0.543
C: 4.712 4.464 -1.821  0.640
O: 4.638 5.237 -0.730  -0.672
H: 3.821 3.829 -2.003  0.088
H: 3.746 5.189 -0.351  0.487

Properties
Energy above the lowest of the compared OMol25 structures with the same formula, charge and spin = 28.81 kcal per mole
Orbital gap = 10.637 eV
SMILES = CC=O.O=CO
2S+1 = 1
E_tot = -9350.067 eV


Record 2
A molecular structure, C14H17BF6N6OV at a distorted geometry, computed with ωB97M-V/def2-TZVPD.

Each line ends with the natural charge from an NBO analysis.
CARTESIAN COORDINATES (ANGSTROEM)
H: -1.239 -2.910 -0.595  0.235
N: -0.747 -1.047 -1.464  -0.350
B: -0.219 0.843 -3.072  0.544
N: -0.897 -0.517 -2.760  -0.321
C: -1.461 -1.448 -3.538  0.021
V: 0.089 0.000 -0.101  1.167
H: -1.689 -1.230 -4.571  0.223
C: -1.692 -2.605 -2.783  -0.353
H: -2.096 -3.539 -3.123  0.233
C: -1.263 -2.309 -1.486  -0.009
H: -0.268 1.154 -4.222  -0.025
C: 2.658 0.764 2.698  -0.849
H: 2.747 0.274 3.673  0.215
H: 2.001 1.636 2.774  0.218
H: 3.654 1.093 2.389  0.213
N: 1.275 0.646 -2.642  -0.304
N: -0.787 1.922 -2.100  -0.316
N: 1.593 0.290 -1.324  -0.358
N: -0.659 1.669 -0.718  -0.358
C: 2.407 0.753 -3.344  0.010
C: -1.216 3.181 -2.260  0.020
H: 2.366 1.025 -4.387  0.224
H: -1.412 3.575 -3.249  0.224
C: 3.489 0.490 -2.499  -0.353
C: -1.360 3.784 -1.006  -0.351
C: 2.951 0.229 -1.235  -0.024
C: -1.029 2.807 -0.065  -0.016
H: 4.526 0.501 -2.767  0.230
H: -1.643 4.800 -0.798  0.233
H: 3.397 -0.017 -0.278  0.223
H: -0.984 2.840 1.010  0.228
H: 2.241 0.070 1.952  0.201
C: 0.202 -1.365 3.738  -0.639
C: -0.860 -1.155 2.678  0.122
O: -0.334 -0.574 1.515  -0.854
C: -1.433 -2.554 2.289  0.962
F: -1.937 -3.266 3.334  -0.320
F: -2.388 -2.485 1.328  -0.316
F: -0.400 -3.292 1.758  -0.336
C: -1.993 -0.196 3.200  0.964
F: -2.461 -0.533 4.437  -0.324
F: -1.461 1.060 3.296  -0.332
F: -3.049 -0.101 2.356  -0.312
H: 1.010 -1.963 3.299  0.237
H: -0.226 -1.900 4.589  0.234
H: 0.594 -0.398 4.073  0.236

Properties
Energy above the lowest of the compared OMol25 structures with the same formula, charge and spin = 0.00 kcal per mole
Orbital gap (spin up / spin down) = 7.183 / 9.726 eV
2S+1 = 4
E_tot = -68454.192 eV
<S²> = 3.769


Record 3
A molecular structure, C26H54Cl3LaN5O4PSi at a distorted geometry, computed with ωB97M-V/def2-TZVPD.

Each line ends with the Mulliken charge.
CARTESIAN COORDINATES (ANGSTROEM)
C: 3.830 3.034 -0.076  -1.329
C: 3.565 2.069 1.035  -0.163
H: 4.520 3.846 0.202  0.404
H: 2.865 3.464 -0.392  0.047
H: 4.247 2.519 -0.958  0.376
C: 3.942 2.249 2.313  0.366
C: 4.643 3.464 2.841  -1.725
H: 3.799 1.437 3.037  0.561
H: 4.332 4.372 2.309  0.414
H: 5.740 3.377 2.760  0.299
H: 4.433 3.622 3.909  0.355
La: -0.457 0.594 -0.793  2.073
Cl: 0.868 -0.722 -2.817  -0.711
Cl: -1.937 2.836 -0.869  -0.806
H: -5.336 -1.966 -3.424  0.313
H: -3.805 -2.244 -5.483  0.350
C: -4.927 -0.957 -3.275  -0.888
C: -3.501 -1.211 -5.300  -0.985
N: -3.593 -0.888 -3.885  0.183
H: -4.850 -0.722 -2.206  0.211
C: -2.510 -0.590 -3.183  0.363
O: -2.522 -0.398 -1.934  -0.811
H: -2.468 -1.080 -5.625  0.293
H: -1.572 -0.542 -3.773  0.099
H: -5.589 -0.246 -3.792  0.341
H: -4.162 -0.565 -5.883  0.326
H: 1.176 3.540 1.376  0.323
H: 1.588 2.418 4.194  0.182
C: 0.230 3.748 1.893  -1.074
C: 0.569 2.840 4.193  -0.785
N: -0.051 2.716 2.868  0.421
H: -0.556 3.813 1.136  0.172
C: -0.882 1.683 2.629  -0.439
O: -1.333 1.343 1.518  -0.425
H: -0.042 2.274 4.912  0.333
H: -1.084 1.086 3.551  0.314
H: 0.327 4.687 2.443  0.424
H: 0.604 3.901 4.463  0.319
O: 1.538 1.126 0.198  -0.297
C: 2.816 0.812 0.589  0.419
C: 1.840 -0.423 2.611  0.923
C: 2.830 -0.309 1.632  -0.251
H: 1.032 0.308 2.644  -0.328
C: 1.935 -1.397 3.606  -0.765
H: 3.361 0.479 -0.310  0.568
C: 3.904 -1.202 1.646  -0.584
H: 1.168 -1.409 4.384  0.422
C: 3.034 -2.253 3.641  -0.433
C: 4.030 -2.165 2.656  -0.953
H: 4.682 -1.072 0.885  0.483
H: 3.112 -2.968 4.466  0.439
H: 4.919 -2.810 2.707  0.375
Si: -0.382 4.012 -4.047  0.397
Cl: 0.986 3.356 -2.534  -0.095
C: -2.043 4.707 -3.503  -0.751
C: -0.683 2.401 -4.968  -0.583
C: 0.317 5.474 -5.000  -1.059
H: -2.404 4.173 -2.598  0.143
H: -2.802 4.575 -4.298  0.311
H: -1.943 5.787 -3.291  0.243
H: 0.278 6.383 -4.366  0.275
H: -0.262 5.707 -5.912  0.309
H: 1.357 5.338 -5.305  0.299
H: -0.799 1.509 -4.310  -0.060
H: 0.191 2.225 -5.610  0.313
H: -1.590 2.500 -5.594  0.300
C: -3.605 -2.951 -0.023  -0.794
N: -2.361 -3.687 0.203  0.246
C: -2.618 -5.052 0.701  -1.022
P: -1.036 -2.889 0.830  -0.388
O: -1.064 -1.417 0.495  0.278
N: -0.770 -3.087 2.474  0.584
C: -0.242 -4.354 3.006  -1.142
C: -1.584 -2.311 3.404  -1.027
N: 0.274 -3.722 0.153  0.319
C: 0.180 -4.222 -1.224  -0.944
C: 1.590 -3.128 0.461  -0.423
H: -4.151 -2.794 0.924  0.261
H: -4.236 -3.524 -0.709  0.365
H: -3.404 -1.977 -0.469  0.005
H: -3.388 -5.528 0.075  0.435
H: -1.705 -5.665 0.662  0.254
H: -2.989 -5.034 1.740  0.248
H: 0.683 -4.166 3.579  0.221
H: -0.973 -4.867 3.654  0.403
H: 0.020 -5.020 2.172  0.408
H: -1.483 -1.220 3.247  0.017
H: -2.660 -2.551 3.328  0.305
H: -1.253 -2.522 4.439  0.446
H: 0.738 -3.583 -1.922  0.256
H: 0.593 -5.242 -1.250  0.275
H: -0.878 -4.230 -1.509  0.338
H: 1.905 -2.409 -0.332  0.376
H: 1.553 -2.571 1.418  -0.433
H: 2.336 -3.946 0.542  0.352

Properties
Energy above the lowest of the compared OMol25 structures with the same formula, charge and spin = 3.18 kcal per mole
Orbital gap = 8.519 eV
2S+1 = 1
E_tot = -99082.629 eV


Record 4
2 unconnected molecules or ions with the total composition C4H11N2, computed with ωB97M-V/def2-TZVPD.

Each line ends with the natural charge from an NBO analysis.
CARTESIAN COORDINATES (ANGSTROEM)
C: -1.507 -0.930 -2.082  0.079
N: -0.615 -0.059 -1.873  -0.644
H: -2.021 -1.383 -1.248  0.192
H: -1.790 -1.252 -3.082  0.199
H: -0.200 0.312 -2.727  0.389
H: 0.053 0.257 -0.673  0.443
C: 1.145 -1.545 1.512  -0.364
C: 0.316 -0.547 1.294  -0.057
N: 0.608 0.518 0.348  -0.592
C: 0.115 1.868 0.753  -0.420
H: 2.121 -1.591 1.049  0.213
H: 0.865 -2.337 2.194  0.243
H: -0.650 -0.451 1.760  0.218
H: 1.617 0.548 0.233  0.420
H: 0.937 2.478 1.107  0.234
H: -0.363 2.348 -0.101  0.222
H: -0.630 1.766 1.537  0.227

Properties
Energy above the lowest of the compared OMol25 structures with the same formula, charge and spin = 48.91 kcal per mole
Orbital gap = 10.780 eV
2S+1 = 1
E_tot = -7298.827 eV
Total charge = +1